# 1
{"formula": "C4H11N3OPS", "method": "ωB97M-V with the def2-TZVPD basis set", "homo_lumo_gap_ev": 9.0290, "homo_energy_ev": -12.75, "charge": 1, "smiles": "C[C@@H]1NC(N)=[N+]([PH2]=S)CO1", "species": ["N", "C", "H", "H", "H", "H", "C", "H", "H", "H", "H", "H", "N", "C", "O", "C", "H", "S", "N", "P", "H"], "xyz": [[-0.709338, -0.831510, 0.536080], [0.985894, -0.130413, -1.366066], [1.651320, 0.450109, -2.001266], [2.441868, 1.526019, 1.621942], [0.322119, 1.883333, 1.139952], [0.554289, -1.975103, 2.480822], [-1.258282, -0.397497, -0.806732], [-2.275623, 1.469627, -0.620035], [-3.206510, 0.229269, -1.469945], [1.021101, -1.190731, -1.644835], [-1.447017, -1.329068, -1.357425], [2.095847, -1.328509, 2.018207], [1.443796, -0.016933, 0.037528], [0.587722, -0.781464, 0.809625], [-0.309872, 0.382911, -1.466850], [-2.529406, 0.406731, -0.634556], [-1.155753, -1.683547, 0.862760], [2.131558, 2.888912, -0.823945], [1.105385, -1.420808, 1.840830], [1.574792, 1.686292, 0.536665], [-3.023891, 0.162381, 0.307245]], "atomic_forces_ev_per_a": [[0.22, -0.87, -0.67], [0.25, -0.20, -0.10], [-0.14, 0.02, 0.07], [-0.10, -0.06, 0.16], [-0.04, 0.01, 0.05], [0.00, 0.13, -0.01], [-0.09, 0.08, 0.06], [-0.01, -0.11, 0.05], [0.03, 0.00, 0.10], [0.06, 0.10, -0.01], [0.12, 0.03, 0.07], [-0.06, -0.09, -0.10], [-0.50, 0.12, -0.31], [0.27, 0.31, 0.29], [-0.21, 0.08, 0.01], [0.05, 0.19, 0.04], [-0.29, 0.32, 0.25], [-0.08, -0.11, 0.05], [0.07, 0.05, 0.24], [0.51, 0.10, -0.08], [-0.07, -0.09, -0.18]], "mulliken_charge": [-0.267, -0.594, 0.421, 0.100, 0.103, 0.228, 0.390, 0.355, 0.342, 0.356, 0.374, 0.276, -0.195, 0.442, -0.301, -1.340, 0.282, -0.262, -0.331, 0.247, 0.373]}

---

# 2
{"formula": "C23H48F3N4O7", "method": "ωB97M-V with the def2-TZVPD basis set", "homo_lumo_gap_ev": 8.9847, "homo_energy_ev": -11.75, "charge": 1, "species": ["O", "C", "H", "H", "C", "C", "H", "H", "H", "C", "C", "H", "C", "H", "H", "H", "C", "H", "O", "F", "H", "H", "H", "C", "H", "O", "C", "N", "C", "C", "C", "H", "F", "H", "H", "H", "H", "C", "H", "H", "N", "C", "C", "H", "H", "H", "F", "H", "H", "H", "H", "H", "H", "N", "C", "H", "H", "H", "N", "H", "H", "C", "H", "C", "H", "O", "H", "H", "H", "H", "C", "O", "O", "C", "H", "H", "H", "H", "C", "H", "C", "C", "H", "H", "O"], "xyz": [[-3.530898, 2.523154, -0.150398], [-0.464049, 3.198929, -1.917647], [-0.632115, -3.240012, -0.720220], [-1.573441, -2.579661, 2.539837], [-2.601106, 1.980767, -1.059229], [-1.322554, 0.248391, -0.283181], [3.199447, -2.029171, 1.512734], [3.932947, 6.148488, 4.206674], [-1.176370, 3.554980, -2.661434], [1.368228, -1.605948, -0.266660], [1.391651, 4.102443, -0.759074], [1.543872, -2.667111, -0.079406], [4.351424, -2.713272, -0.184639], [1.204458, 0.571392, -2.002895], [1.675904, -3.397430, -6.354734], [2.964628, 6.609378, 2.792464], [-2.667492, -0.706897, 2.629921], [-2.900150, -1.746283, -0.037314], [0.216126, 4.338873, -1.428899], [-2.146779, -0.196438, -5.518716], [-1.520962, 0.724521, -3.455513], [-1.192453, -3.996990, 0.788487], [3.760200, 5.019979, 2.847443], [3.251074, 5.780975, 3.444685], [-3.308949, -0.150344, 1.939074], [2.119306, 5.238949, 4.118220], [3.118918, -0.155228, -1.216312], [2.627041, -0.882598, -0.128165], [0.349788, -1.106789, 0.784360], [-2.351134, -2.051869, 1.983528], [-1.468881, -3.336506, -0.033072], [0.216241, 2.490975, -2.399386], [-3.534400, -1.414919, -4.390095], [-4.476231, -0.849496, 3.827524], [-3.131542, -1.812614, 4.433210], [-2.266990, -3.840496, -0.579877], [-1.533558, -2.589615, 6.713810], [-3.396512, -0.861798, 3.973831], [-3.199685, -1.270216, -1.850569], [-3.131781, -0.055708, 4.649524], [-1.010336, -0.901022, 0.269009], [1.939963, -2.675562, -5.580279], [-1.184654, 2.506246, -0.750654], [-1.869673, 0.098430, 7.509999], [-1.749406, -0.133150, 2.777906], [0.736089, -0.186867, 1.211042], [-1.504801, -2.086487, -4.693876], [5.143084, -2.289299, -0.802430], [0.235940, -2.757050, -4.636292], [2.668356, 0.906498, -2.992385], [-0.018808, 1.452641, 0.614737], [-0.243878, -1.583827, 7.397271], [0.958260, -1.534884, -1.266971], [-0.438521, 1.300127, -0.299176], [-1.321373, -1.765711, 7.391740], [-3.249373, -2.674794, 2.043902], [2.797677, 2.539123, -0.991621], [1.822343, -1.663996, -5.976665], [-2.510760, 0.523618, -0.922441], [0.267686, -1.822011, 1.601255], [-3.865519, 1.815589, 0.413475], [-1.988912, -1.990438, 0.492153], [-0.933899, -0.827154, -2.806090], [-1.808623, -0.286916, -3.170828], [2.979929, -2.824976, -5.303738], [1.491446, 4.463875, 0.388879], [1.981374, -0.704580, -2.931196], [-2.921923, 2.277208, -2.058448], [3.360403, 4.117304, -1.511894], [4.798007, -3.450127, 0.478474], [2.172063, 0.195988, -2.335521], [-2.044229, -0.634056, 6.913379], [4.288739, 0.196819, -1.252544], [-2.908666, -0.257731, -2.111027], [2.240589, 3.197152, -2.549199], [-3.802814, 0.216967, -2.512103], [3.653825, -3.205818, -0.866347], [1.510744, 4.924344, 3.445406], [-2.258883, -0.996403, -4.451092], [-1.267833, 3.227657, 0.059512], [2.502860, 3.446004, -1.523799], [3.664098, -1.608171, 0.617918], [-1.640816, -2.052332, 8.395574], [4.407684, -0.895516, 0.965667], [1.159320, -2.871500, -4.398570]], "atomic_forces_ev_per_a": [[0.11, -0.24, -0.14], [-0.14, -0.05, 0.10], [0.04, 0.03, -0.02], [0.01, 0.02, 0.06], [-0.04, 0.38, 0.40], [0.39, -0.40, -0.06], [-0.13, 0.07, -0.05], [0.01, 0.01, 0.02], [0.01, 0.09, 0.05], [0.10, 0.05, 0.56], [0.15, 0.36, 1.04], [0.08, 0.00, -0.15], [0.03, 0.31, -0.27], [0.14, 0.06, 0.08], [0.02, 0.00, -0.01], [0.05, 0.03, 0.01], [-0.16, -0.13, 0.01], [0.03, 0.32, -0.04], [0.04, 0.01, -0.10], [-0.03, -0.07, 0.10], [0.10, 0.02, 0.04], [0.17, 0.05, -0.04], [0.05, 0.03, 0.00], [-0.14, -0.06, -0.01], [0.08, 0.19, -0.02], [0.08, -0.03, -0.04], [0.68, 0.30, 0.39], [0.20, -0.29, -1.12], [-0.02, -0.21, 0.10], [-0.23, -0.06, -0.11], [-0.34, -0.07, -0.05], [0.01, 0.05, -0.07], [0.14, 0.05, 0.02], [-0.01, -0.08, 0.02], [0.05, 0.07, 0.21], [0.04, -0.03, 0.03], [-0.01, -0.02, -0.01], [0.07, 0.04, -0.40], [0.02, -0.02, 0.13], [-0.04, -0.08, 0.15], [-0.05, 0.26, -0.48], [-0.06, -0.05, 0.14], [0.07, -0.05, -0.54], [-0.04, 0.05, 0.02], [0.04, 0.04, -0.08], [-0.01, 0.01, 0.10], [-0.25, -0.09, -0.03], [-0.04, -0.01, 0.03], [0.17, -0.11, -0.02], [-0.03, 0.03, 0.14], [0.49, -0.09, -0.26], [0.00, -0.02, 0.00], [-0.04, 0.12, -0.11], [-1.44, 0.26, 0.98], [-0.06, 0.11, -0.02], [0.10, -0.11, 0.03], [0.10, 0.09, -0.06], [0.01, 0.01, -0.02], [0.58, 0.15, -0.34], [-0.05, 0.06, 0.00], [-0.04, 0.05, 0.00], [0.02, -0.22, 0.44], [0.09, 0.12, 0.03], [-0.18, -0.19, -0.13], [0.03, 0.00, -0.01], [-0.09, -0.30, -0.90], [0.00, -0.01, 0.00], [0.00, -0.22, -0.10], [-0.02, 0.00, -0.01], [-0.04, -0.07, 0.01], [-0.05, -0.32, -0.42], [0.14, -0.08, 0.03], [-0.84, -0.24, 0.05], [-0.19, -0.03, -0.11], [0.03, 0.12, 0.02], [0.00, 0.02, 0.10], [-0.03, -0.16, 0.15], [-0.06, 0.02, -0.04], [-0.10, 0.24, -0.08], [0.02, -0.01, 0.06], [-0.05, -0.18, 0.08], [0.21, -0.12, 0.52], [0.00, -0.02, 0.00], [-0.06, 0.08, -0.03], [0.10, 0.17, 0.04]], "mulliken_charge": [-0.635, -0.570, 0.323, 0.489, -0.047, -0.966, 0.455, 0.255, 0.289, -0.778, 0.665, 0.496, -1.098, -0.060, 0.325, 0.222, 0.200, 0.729, -0.400, -0.286, 0.080, 0.409, 0.194, -0.452, -0.101, -0.501, 0.754, 0.343, -1.492, -1.230, -1.650, 0.181, -0.289, 0.382, 0.311, 0.328, 0.187, -1.407, 0.226, 0.363, 1.120, -0.694, -0.086, 0.286, 0.173, 0.641, -0.334, 0.330, 0.389, 0.332, 0.437, 0.272, -0.050, 0.000, -0.548, 0.566, 0.016, 0.273, 0.548, 0.575, 0.399, -0.066, -0.352, 0.837, 0.259, -0.546, 0.480, 0.541, 0.481, 0.381, -0.944, -0.460, -0.635, -1.266, 0.305, 0.626, 0.292, 0.291, 0.669, 0.432, -0.736, -0.772, 0.290, 0.460, -0.455]}

---

# 3
{"formula": "C5H6NO", "method": "ωB97M-V with the def2-TZVPD basis set", "e_above_lowest_kcal_mol": 119.8, "homo_lumo_gap_ev": 8.8235, "homo_energy_ev": -15.24, "charge": 1, "smiles": "C#CC(=O)[N+](=C)C", "species": ["H", "C", "C", "H", "O", "H", "C", "N", "H", "H", "C", "C", "H"], "xyz": [[-0.714157, 2.383669, -0.396042], [-1.341427, 1.410891, -0.260712], [2.766329, -1.675179, 0.449603], [-1.871646, 1.240467, -1.278502], [1.338665, 1.501775, -0.566352], [-0.464605, -1.756736, 0.521727], [1.924238, -0.815033, 0.425469], [-0.543791, 0.288724, 0.086622], [3.402620, -2.595685, 0.401871], [-2.224530, -0.903467, 0.081868], [0.910060, 0.501931, -0.108622], [-1.018873, -0.901920, 0.151363], [-2.162882, 1.320563, 0.491706]], "atomic_forces_ev_per_a": [[-1.37, -1.87, 0.90], [-2.34, 1.96, -1.68], [0.24, -1.40, -0.29], [1.10, 0.17, 1.52], [-0.74, -1.20, 0.42], [0.39, -0.02, -0.58], [-2.71, 3.31, -1.71], [2.17, -1.86, -1.50], [-0.76, 1.60, 0.31], [3.02, -0.51, 0.03], [3.95, -2.52, 1.83], [-3.56, 1.01, 1.27], [0.63, 1.33, -0.52]], "mulliken_charge": [0.346, -0.887, 0.254, 0.363, -0.316, 0.299, -0.837, 0.131, 0.382, 0.284, 0.692, -0.066, 0.353]}

---

# 4
{"formula": "C4H5NO", "method": "ωB97M-V with the def2-TZVPD basis set", "e_above_lowest_kcal_mol": 80.8, "homo_lumo_gap_ev": 7.3469, "homo_energy_ev": -7.65, "smiles": "O[C@@H]1C=C=CN1", "species": ["H", "H", "O", "C", "H", "C", "C", "N", "H", "H", "C"], "xyz": [[-0.066465, -1.773496, -0.983315], [-0.246589, 1.901485, 1.164305], [-1.540953, 0.625828, -1.022891], [1.434354, 0.505960, 0.931682], [-1.486547, -0.465931, 0.655839], [0.150957, 0.958760, 0.784882], [-0.783884, 0.065232, -0.000246], [0.185840, -0.953027, -0.448754], [2.091265, -1.514458, 0.110693], [-1.062889, 1.388857, -1.374679], [1.324912, -0.739210, 0.182483]], "atomic_forces_ev_per_a": [[0.06, 0.07, 0.12], [0.04, -0.18, -0.02], [0.11, 0.22, -0.11], [-0.44, -0.07, -0.17], [0.08, 0.07, -0.03], [0.03, 0.16, 0.08], [0.15, -0.11, 0.19], [0.13, 0.00, 0.15], [-0.10, 0.18, -0.05], [-0.03, -0.13, 0.01], [-0.05, -0.21, -0.17]], "mulliken_charge": [0.209, 0.390, -0.523, -0.719, 0.290, -0.416, 0.028, -0.043, 0.381, 0.360, 0.042]}

---

# 5
{"formula": "C4H7N3", "method": "ωB97M-V with the def2-TZVPD basis set", "e_above_lowest_kcal_mol": 50.2, "homo_lumo_gap_ev": 10.3114, "homo_energy_ev": -10.85, "smiles": "[H]/N=C(C#N)/N=C/C.[H][H]", "species": ["N", "H", "N", "H", "H", "C", "H", "H", "H", "C", "C", "N", "H", "C"], "xyz": [[0.235866, 0.388775, 0.233044], [-0.682253, 0.601204, -2.426198], [1.724809, -1.213653, 1.158689], [-0.676287, -1.334313, 0.909460], [-2.611618, 0.498833, 1.235821], [-0.788339, -0.321566, 0.506122], [-2.163322, 1.059911, -0.390330], [-0.276650, 0.826092, -1.842679], [-2.811362, -0.588462, -0.137905], [2.564953, 0.511106, -0.286887], [-2.170587, 0.196367, 0.278668], [3.440133, 1.037942, -0.830016], [2.712498, -1.464179, 1.160447], [1.502160, -0.198057, 0.431760]], "atomic_forces_ev_per_a": [[-0.27, -0.16, 0.19], [0.04, 0.07, -0.14], [0.08, 0.32, -0.18], [0.01, 0.07, -0.10], [0.05, -0.07, -0.07], [0.11, 0.13, 0.00], [0.05, -0.12, 0.17], [-0.11, 0.01, -0.29], [0.12, 0.09, 0.08], [0.79, 0.43, -0.46], [0.03, 0.05, 0.00], [-0.88, -0.54, 0.53], [-0.08, 0.04, 0.00], [0.05, -0.31, 0.27]], "mulliken_charge": [-0.530, 0.241, -0.601, 0.420, 0.305, 0.179, 0.310, -0.253, 0.305, 0.163, -1.035, -0.365, 0.262, 0.599]}

---

# 6
{"formula": "C6H7N", "method": "ωB97M-V with the def2-TZVPD basis set", "e_above_lowest_kcal_mol": 118.7, "homo_lumo_gap_ev": 9.8380, "homo_energy_ev": -8.64, "smiles": "C[C@@]12[C@@H]3[C@H]4[C@@H]3N1[C@H]42", "species": ["H", "H", "C", "C", "N", "C", "C", "H", "C", "H", "H", "H", "C", "H"], "xyz": [[-0.735476, -1.775934, 1.827130], [-1.433804, 1.127182, -1.159951], [-0.262716, -0.358720, 0.293373], [0.831261, 1.371234, -0.217721], [1.020792, 0.226742, 0.733311], [-0.501336, 0.814257, -0.690682], [-1.231414, -0.980342, 1.266939], [-2.114750, -1.400394, 0.768630], [0.787605, 0.458501, -1.401191], [1.421552, 2.274016, -0.073143], [-1.599951, -0.246988, 2.004102], [1.019156, 0.680258, -2.436760], [1.019043, -0.705646, -0.427192], [1.781746, -1.481969, -0.490803]], "atomic_forces_ev_per_a": [[-0.04, 0.01, -0.05], [0.44, 0.39, 0.26], [-0.40, -0.06, 0.31], [0.42, 0.42, 0.06], [0.17, 0.02, 0.24], [-0.40, -0.14, -0.03], [0.14, -0.11, -0.07], [0.29, 0.03, -0.04], [0.12, 0.07, -0.35], [-0.77, 0.22, -0.19], [0.29, -0.05, -0.37], [0.06, -0.20, 0.20], [0.34, -0.35, -0.17], [-0.64, -0.25, 0.20]], "mulliken_charge": [0.327, 0.451, 0.866, -0.216, -0.644, -0.540, -1.230, 0.314, -0.502, 0.428, 0.260, 0.449, -0.378, 0.415]}